# 1
Computed, not measured: a molecular structure, C30H26N11O5SV at a distorted geometry, with ωB97M-V with the def2-TZVPD basis set.

Results
**2S+1**: 2
**Orbital gap**: 6.1 eV
**HOMO**: -14.278 eV
**Expectation value of S²**: 0.760
**E_tot**: -94655.1166 eV
**Net charge**: +3
**Largest force on an atom**: 0.0562 Eh/bohr
**ΔE to the lowest compared entry with this formula, charge and spin**: 9.7 kcal per mole

Geometry as XYZ:
```
74
C30H26N11O5SV, DFT ωB97M-V with the def2-TZVPD basis set
V 3.088 0.653 0.358
C -1.941 -0.679 -0.976
N -0.744 0.037 -0.380
C 0.463 0.330 -0.806
N 1.167 0.851 0.265
C 0.271 0.842 1.295
N -0.863 0.291 0.923
C -2.015 -2.090 -0.539
C -2.873 -2.472 0.505
C -2.924 -3.784 0.948
C -2.075 -4.727 0.321
C -1.172 -4.350 -0.660
C -1.180 -3.033 -1.115
C -0.088 -5.160 -1.231
N 0.270 -6.389 -1.180
N 1.478 -6.563 -1.774
C 1.821 -5.421 -2.209
O 0.903 -4.492 -1.873
C 3.151 -4.961 -2.825
C 4.210 -5.856 -2.668
C 5.462 -5.416 -2.981
C 5.728 -4.106 -3.347
C 4.670 -3.173 -3.540
C 4.779 -1.725 -4.094
N 4.665 -0.621 -3.077
C 4.006 -0.636 -1.946
N 4.165 0.580 -1.323
C 4.967 1.266 -2.243
N 5.229 0.599 -3.285
C 3.387 -3.619 -3.277
H -1.835 -0.690 -2.078
H -2.812 -0.076 -0.649
H 0.769 0.332 -1.817
H 0.563 1.223 2.307
H -3.508 -1.713 0.911
H -3.635 -4.068 1.679
H -2.110 -5.776 0.574
H -0.456 -2.840 -1.889
H 3.989 -6.853 -2.362
H 6.295 -6.083 -2.809
H 6.723 -3.874 -3.654
H 3.903 -1.594 -4.725
H 5.676 -1.450 -4.653
H 3.618 -1.596 -1.689
H 5.324 2.263 -2.075
H 2.529 -2.988 -3.454
S 3.625 -1.075 1.722
C 4.404 -0.413 3.194
N 5.453 0.364 3.259
C 5.942 0.419 4.677
C 4.817 -0.285 5.477
N 3.988 -0.822 4.375
H 6.014 0.527 2.452
H 6.056 1.445 4.992
H 6.925 -0.035 4.772
H 4.229 0.435 6.083
H 5.176 -1.088 6.150
H 3.115 -1.306 4.514
O -11.013 5.527 4.143
C -10.431 5.968 3.316
O 3.648 1.794 1.201
C -9.693 6.551 2.262
C -8.445 7.155 2.507
C -7.829 7.739 1.431
C -8.571 7.783 0.237
C -9.778 7.183 -0.017
C -10.362 6.520 1.042
N -7.989 8.574 -0.938
O -8.265 8.062 -1.973
O -7.354 9.578 -0.683
H -8.107 7.128 3.521
H -6.951 8.333 1.279
H -10.284 7.440 -0.975
H -11.354 6.109 1.101
```



# 2
Computed, not measured: a molecular structure, C30H26N4O5P2PbS6 at a distorted geometry, with ωB97M-V with the def2-TZVPD basis set.

Results
**Orbital gap**: 6.2 eV
**HOMO**: -12.813 eV
**E_tot**: -136546.0198 eV
**Net charge**: +2
**Largest force on an atom**: 0.0524 Eh/bohr
**ΔE to the lowest compared entry with this formula, charge and spin**: 71.4 kcal per mole

Geometry as XYZ:
```
74
C30H26N4O5P2PbS6, DFT ωB97M-V with the def2-TZVPD basis set
Pb -0.777 -0.577 1.767
O 2.154 5.841 1.061
C 1.580 4.836 1.293
S -0.063 4.432 0.684
C -0.249 2.877 1.582
C 0.812 2.479 2.345
S 0.818 0.924 3.145
S 2.109 3.580 2.552
S -1.749 1.992 1.287
N 0.827 -0.618 -1.572
P 1.327 -0.776 0.054
C 1.722 -2.513 0.421
C 1.914 -3.473 -0.528
C 2.393 -4.710 -0.119
C 2.661 -4.954 1.217
C 2.577 -3.910 2.136
C 1.997 -2.672 1.801
C 2.943 -0.016 0.035
C 2.986 1.219 -0.648
C 4.176 1.932 -0.751
C 5.309 1.444 -0.098
C 5.283 0.276 0.626
C 4.100 -0.479 0.651
P -0.873 -0.899 -1.760
C -0.897 -2.632 -2.475
C -0.867 -2.919 -3.870
C -0.716 -4.259 -4.329
C -0.785 -5.292 -3.394
C -0.941 -5.010 -2.045
C -0.946 -3.718 -1.582
C -1.273 0.071 -3.266
C -0.327 0.737 -4.021
C -0.751 1.504 -5.109
C -2.078 1.532 -5.543
C -2.975 0.636 -4.928
C -2.579 -0.022 -3.792
H 1.489 -0.996 -2.232
H 1.786 -3.336 -1.605
H 2.440 -5.479 -0.881
H 2.961 -5.914 1.531
H 2.720 -4.189 3.179
H 1.940 -1.834 2.488
H 2.078 1.558 -1.109
H 4.152 2.891 -1.278
H 6.270 1.933 -0.172
H 6.212 -0.065 1.112
H 4.139 -1.380 1.262
H -0.837 -2.079 -4.565
H -0.543 -4.443 -5.402
H -0.700 -6.347 -3.678
H -0.924 -5.788 -1.336
H -0.965 -3.607 -0.531
H 0.727 0.789 -3.784
H -0.049 2.045 -5.688
H -2.345 2.214 -6.347
H -3.967 0.400 -5.312
H -3.256 -0.632 -3.213
S -4.909 4.221 4.128
C -3.535 3.297 4.659
N -2.335 3.878 4.770
C -1.329 3.186 5.513
C -1.856 1.739 5.565
S -3.589 1.688 5.075
H -2.204 4.736 4.310
H -1.255 3.606 6.501
H -0.332 3.265 5.060
H -1.898 1.337 6.561
H -1.315 1.015 4.932
O -1.133 2.599 -1.410
N -1.979 2.092 -0.956
O -6.071 3.133 3.825
N -6.113 2.652 2.360
O -7.077 1.978 2.244
O -5.237 2.976 1.596
```



# 3
Computed, not measured: a molecular structure, C30H26N5O6SSm at a distorted geometry, with ωB97M-V with the def2-TZVPD basis set.

Results
**2S+1**: 6
**Orbital gap (spin up / spin down)**: 5.8 / 5.8 eV
**HOMO (spin up / spin down)**: -7.352 / -7.356 eV
**Expectation value of S²**: 8.758
**E_tot**: -80008.9895 eV
**Largest force on an atom**: 0.0926 Eh/bohr
**ΔE to the lowest compared entry with this formula, charge and spin**: 0.0 kcal per mole

Geometry as XYZ:
```
69
C30H26N5O6SSm, DFT ωB97M-V with the def2-TZVPD basis set
Sm 6.242 -19.815 11.703
O 6.212 -21.201 13.488
C 6.921 -22.000 14.273
C 6.440 -22.649 15.457
C 7.277 -23.491 16.168
C 8.640 -23.716 15.849
C 9.187 -23.087 14.756
C 8.291 -22.317 13.949
C 8.900 -21.814 12.758
N 8.352 -20.998 11.869
N 9.118 -20.822 10.811
C 8.787 -19.861 9.943
O 7.692 -19.171 10.029
C 9.783 -19.577 8.830
C 9.420 -18.701 7.808
C 10.237 -18.483 6.699
C 11.537 -18.996 6.699
C 11.990 -19.745 7.786
C 11.112 -20.086 8.826
H 5.445 -22.483 15.857
H 6.890 -24.029 17.056
H 9.259 -24.311 16.498
H 10.258 -23.104 14.556
H 9.883 -22.180 12.486
H 8.442 -18.202 7.756
H 9.861 -18.008 5.821
H 12.121 -18.850 5.793
H 12.997 -20.132 7.814
H 11.463 -20.759 9.582
N 2.920 -24.141 6.331
C 3.327 -23.461 7.169
C 3.851 -22.625 8.211
C 5.185 -22.796 8.616
C 5.636 -22.009 9.663
N 4.846 -21.049 10.231
C 3.563 -20.896 9.839
C 3.036 -21.679 8.824
H 5.849 -23.504 8.119
H 6.650 -22.141 10.085
H 2.976 -20.142 10.341
H 1.959 -21.594 8.603
C -2.723 -15.962 10.927
C -1.417 -15.210 10.756
C -1.370 -13.834 11.043
C -0.151 -13.187 11.106
C 1.007 -13.846 10.663
C 0.922 -15.108 10.124
C -0.272 -15.852 10.260
S 2.611 -13.280 11.138
O 2.469 -11.941 11.721
O 3.509 -13.576 10.034
N 2.971 -14.211 12.448
C 3.252 -15.653 12.434
C 4.763 -15.869 12.376
C 5.269 -17.344 12.296
O 6.371 -17.712 12.795
O 4.538 -18.229 11.691
H -3.472 -15.271 11.321
H -2.619 -16.756 11.732
H -3.105 -16.432 10.000
H -2.286 -13.333 11.316
H -0.053 -12.216 11.556
H 1.806 -15.626 9.731
H -0.346 -16.927 10.053
H 2.757 -13.773 13.355
H 2.738 -16.117 11.578
H 2.836 -16.126 13.353
H 5.289 -15.393 13.214
H 5.146 -15.442 11.439
```



# 4
Computed, not measured: a molecular structure, C30H26N6O2ReS, with ωB97M-V with the def2-TZVPD basis set.

Results
**2S+1**: 2
**Orbital gap (spin up / spin down)**: 6.4 / 5.9 eV
**HOMO (spin up / spin down)**: -13.168 / -13.424 eV
**Expectation value of S²**: 0.781
**E_tot**: -57518.2830 eV
**Net charge**: +2
**Largest force on an atom**: 0.0110 Eh/bohr
**ΔE to the lowest compared entry with this formula, charge and spin**: 0.0 kcal per mole

Geometry as XYZ:
```
66
C30H26N6O2ReS, DFT ωB97M-V with the def2-TZVPD basis set
Re -0.415 0.515 0.090
C 2.401 -0.237 -1.533
O 1.207 -0.671 -0.850
C 1.074 -2.020 -0.529
C 2.101 -2.933 -0.435
C 1.757 -4.247 -0.119
C 0.433 -4.620 0.081
C -0.587 -3.685 -0.025
C -0.245 -2.380 -0.323
N -1.146 -1.292 -0.506
N -2.187 -1.553 -1.214
C -2.893 -0.614 -1.836
C -2.326 0.663 -2.161
O -1.182 1.034 -1.662
C -2.959 1.493 -3.113
C -4.142 1.108 -3.660
C -4.777 -0.133 -3.343
C -5.999 -0.491 -3.936
C -6.583 -1.699 -3.640
C -5.959 -2.572 -2.743
C -4.765 -2.236 -2.143
C -4.155 -1.014 -2.440
H 2.624 -0.948 -2.325
H 2.170 0.734 -1.959
H 3.225 -0.161 -0.826
H 3.132 -2.656 -0.600
H 2.541 -4.987 -0.035
H 0.196 -5.647 0.320
H -1.626 -3.950 0.122
H -2.484 2.429 -3.371
H -4.634 1.761 -4.371
H -6.471 0.192 -4.630
H -7.522 -1.976 -4.099
H -6.421 -3.524 -2.516
H -4.294 -2.915 -1.444
C -3.185 -3.226 3.306
C -3.564 -2.167 2.491
C -2.612 -1.266 2.036
C -1.284 -1.426 2.414
C -0.896 -2.483 3.228
C -1.853 -3.380 3.670
N -0.293 -0.484 1.954
N 0.602 -0.246 2.802
C 1.509 0.697 2.341
C 2.569 1.105 3.145
C 3.413 2.090 2.666
C 3.187 2.653 1.410
C 2.128 2.231 0.613
C 1.270 1.236 1.074
H -3.927 -3.931 3.657
H -4.600 -2.040 2.204
H -2.913 -0.451 1.386
H 0.145 -2.605 3.494
H -1.556 -4.210 4.298
H 2.712 0.652 4.118
H 4.247 2.429 3.264
H 3.848 3.429 1.047
H 1.978 2.695 -0.356
N -0.793 3.594 2.960
C -1.439 2.515 2.566
N -1.926 1.652 3.429
S -1.715 2.330 0.836
H -0.680 3.835 3.934
H -0.428 4.229 2.268
H -1.792 1.754 4.425
H -2.419 0.832 3.103
```



# 5
Computed, not measured: 2 unconnected molecules or ions with the total composition C30H26O5S at a distorted geometry, with ωB97M-V with the def2-TZVPD basis set.

Results
**Orbital gap**: 4.9 eV
**HOMO**: -7.219 eV
**E_tot**: -52601.6919 eV
**Largest force on an atom**: 0.0367 Eh/bohr
**ΔE to the lowest compared entry with this formula, charge and spin**: 49.7 kcal per mole

Geometry as XYZ:
```
62
C30H26O5S, DFT ωB97M-V with the def2-TZVPD basis set
C 3.280 3.500 1.851
C 2.557 3.267 0.544
O 2.070 1.896 0.608
C 1.859 1.261 -0.584
C 1.263 -0.032 -0.307
S 1.483 -1.420 -1.286
C 3.214 -1.911 -1.245
C 4.143 -1.288 -2.094
C 5.508 -1.555 -1.935
C 5.930 -2.479 -0.970
C 4.990 -3.209 -0.232
C 3.625 -2.955 -0.403
O 0.744 -2.457 -0.569
O 1.218 -1.162 -2.687
O 2.117 1.786 -1.676
H 3.622 4.532 1.984
H 2.623 3.253 2.692
H 4.149 2.835 1.889
H 1.685 3.928 0.466
H 3.205 3.424 -0.328
H 1.068 -0.283 0.729
H 3.797 -0.594 -2.864
H 6.235 -1.033 -2.562
H 6.993 -2.632 -0.791
H 5.308 -3.966 0.489
H 2.870 -3.532 0.134
C -3.768 0.043 5.782
O -2.979 -0.951 5.070
C -2.474 -0.622 3.852
C -1.860 -1.662 3.115
C -1.513 -1.467 1.797
C -1.777 -0.239 1.142
C -1.644 -0.113 -0.287
C -1.468 1.131 -0.997
C -1.753 0.894 -2.387
C -1.849 1.951 -3.281
C -1.630 3.249 -2.805
C -1.308 3.477 -1.457
C -1.214 2.424 -0.550
C -2.144 -0.504 -2.540
C -2.053 -1.125 -1.245
C -2.613 -2.380 -1.039
C -3.263 -3.001 -2.102
C -3.378 -2.394 -3.364
C -2.807 -1.130 -3.591
C -2.298 0.820 1.923
C -2.617 0.652 3.257
H -4.080 -0.472 6.695
H -3.153 0.923 6.035
H -4.656 0.340 5.198
H -1.712 -2.624 3.595
H -1.017 -2.259 1.240
H -2.088 1.746 -4.329
H -1.737 4.096 -3.483
H -1.134 4.491 -1.105
H -0.965 2.606 0.491
H -2.548 -2.862 -0.072
H -3.714 -3.977 -1.954
H -3.933 -2.882 -4.170
H -2.892 -0.625 -4.556
H -2.513 1.773 1.442
H -3.005 1.495 3.824
```



# 6
Computed, not measured: a molecular structure, C30H27AsBN8OOs at a distorted geometry, with ωB97M-V with the def2-TZVPD basis set.

Results
**2S+1**: 6
**Orbital gap (spin up / spin down)**: 5.4 / 4.1 eV
**HOMO (spin up / spin down)**: -18.748 / -18.831 eV
**Expectation value of S²**: 8.796
**E_tot**: -109453.8730 eV
**Net charge**: +4
**Largest force on an atom**: 0.0411 Eh/bohr

Geometry as XYZ:
```
69
C30H27AsBN8OOs, DFT ωB97M-V with the def2-TZVPD basis set
Os -0.289 -0.065 -0.274
C -2.308 1.619 -3.508
C -1.432 0.710 -2.949
N -1.314 0.951 -1.625
N -2.108 2.006 -1.320
C -2.714 2.417 -2.448
B -2.100 2.649 0.096
N -0.596 2.795 0.524
C 0.118 3.846 0.964
C 1.454 3.491 1.082
C 1.509 2.170 0.692
N 0.267 1.749 0.378
N -2.724 1.645 1.117
C -3.609 1.838 2.159
C -3.672 0.725 2.919
C -2.712 -0.236 2.329
N -2.201 0.422 1.162
N -2.814 4.007 -0.006
C -4.056 4.424 0.204
C -4.169 5.749 -0.316
C -2.895 6.033 -0.882
N -2.102 5.024 -0.664
H -2.599 1.704 -4.542
H -0.885 -0.082 -3.440
H -3.408 3.240 -2.466
H -0.326 4.800 1.181
H 2.273 4.113 1.402
H 2.365 1.516 0.623
H -4.119 2.773 2.312
H -4.276 0.566 3.799
H -1.872 -0.423 3.019
H -4.825 3.828 0.675
H -5.002 6.434 -0.225
H -2.557 6.937 -1.369
O 0.375 -1.601 0.845
As -0.290 -2.555 2.099
C -2.166 -2.565 1.468
C -3.241 -1.759 2.066
C -4.514 -1.785 1.335
C -4.679 -2.485 0.176
C -3.615 -3.228 -0.345
C -2.360 -3.249 0.304
C 0.161 -1.641 3.756
C 0.253 -2.359 4.941
C 0.656 -1.694 6.092
C 0.977 -0.345 6.042
C 0.882 0.363 4.848
C 0.477 -0.284 3.692
C 0.391 -4.359 2.115
C -0.482 -5.440 2.025
C 0.044 -6.722 2.088
C 1.410 -6.893 2.275
C 2.272 -5.805 2.351
C 1.762 -4.517 2.296
H -3.439 -2.081 3.102
H -5.340 -1.226 1.761
H -5.639 -2.493 -0.326
H -3.754 -3.802 -1.255
H -1.558 -3.843 -0.124
H 0.038 -3.421 4.981
H 0.728 -2.237 7.025
H 1.327 0.157 6.935
H 1.138 1.414 4.819
H 0.439 0.246 2.750
H -1.552 -5.307 1.921
H -0.615 -7.574 2.004
H 1.805 -7.894 2.399
H 3.337 -5.952 2.462
H 2.424 -3.664 2.381
```



# 7
Computed, not measured: 2 unconnected molecules or ions with the total composition C30H27BF6O4S at a distorted geometry, with ωB97M-V with the def2-TZVPD basis set.

Results
**Orbital gap**: 3.6 eV
**HOMO**: -6.626 eV
**E_tot**: -67553.8707 eV
**Largest force on an atom**: 0.0625 Eh/bohr

Geometry as XYZ:
```
69
C30H27BF6O4S, DFT ωB97M-V with the def2-TZVPD basis set
C 1.308 -1.226 -6.315
C 1.873 -0.737 -5.037
C 2.569 0.437 -4.830
C 2.895 0.677 -3.446
C 2.398 -0.266 -2.580
B 2.597 -0.308 -0.941
C 1.113 -0.234 -0.284
C 0.345 -1.376 -0.193
C -0.904 -1.310 0.426
C -1.765 -2.543 0.448
F -2.941 -2.355 1.126
F -2.091 -2.975 -0.808
F -1.122 -3.590 1.067
C -1.366 -0.135 1.007
C -0.516 0.965 0.988
C -0.853 2.203 1.772
F 0.087 2.413 2.763
F -0.853 3.333 1.002
F -2.064 2.124 2.392
C 0.690 0.955 0.280
O 3.220 -1.583 -0.750
C 4.512 -1.307 -0.246
C 4.620 0.232 -0.023
O 3.408 0.802 -0.479
S 1.661 -1.560 -3.513
H 1.614 -0.534 -7.099
H 1.663 -2.229 -6.565
H 0.215 -1.241 -6.269
H 2.827 1.109 -5.650
H 3.464 1.547 -3.133
H 0.700 -2.328 -0.598
H -2.348 -0.080 1.466
H 1.292 1.859 0.203
H 4.643 -1.865 0.696
H 5.272 -1.632 -0.980
H 4.766 0.470 1.052
H 5.477 0.654 -0.582
C 4.216 4.896 5.551
O 4.992 3.984 4.751
C 4.531 2.745 4.450
C 5.420 1.913 3.722
C 5.046 0.647 3.363
C 3.730 0.138 3.638
C 3.324 -1.130 3.162
C 2.162 -1.804 3.693
C 2.222 -3.059 4.374
C 1.096 -3.635 4.916
C -0.175 -3.036 4.725
O -1.254 -3.730 5.174
C -2.577 -3.196 4.942
C -0.265 -1.790 4.063
C 0.885 -1.191 3.591
C 2.888 0.969 4.448
C 3.255 2.245 4.824
H 4.833 5.789 5.576
H 3.247 5.118 5.088
H 4.074 4.508 6.568
H 6.412 2.305 3.500
H 5.772 -0.008 2.877
H 4.023 -1.700 2.539
H 3.198 -3.524 4.531
H 1.137 -4.542 5.516
H -3.239 -3.897 5.443
H -2.676 -2.193 5.383
H -2.802 -3.161 3.866
H -1.231 -1.282 3.970
H 0.823 -0.199 3.136
H 1.953 0.558 4.825
H 2.590 2.846 5.452
```



Q: Which value of largest force on an atom does entry 1 give?
A: 0.0562 Eh/bohr



Q: Look up the E_tot of the first one.
A: -94655.1166 eV



Q: Which value of E_tot does entry 3 give?
A: -80008.9895 eV